No. 1
ORCA calculation (the ωB97M-V functional and the def2-TZVPD basis) on the molecule C4H5NS.

- SMILES: SC/C=C1C=N/1
- Spin multiplicity: 1
- LUMO level: 0.2 eV
- HOMO energy: -8.724 eV
- Energy above the lowest of the compared OMol25 structures with the same formula, charge and spin: 394.3 kJ/mol
- Gap between HOMO and LUMO: 8.9 eV

Atoms and positions in Å:
1 S -2.1635 1.0790 0.3090
2 C -0.7048 0.5482 -0.8664
3 C 0.4756 -0.0851 -0.2820
4 C 1.5896 0.5547 -0.1000
5 C 2.7624 0.2260 0.5255
6 N 2.6844 1.4399 -0.0290
7 H -1.5050 1.9454 1.0743
8 H -1.0797 -0.0588 -1.5558
9 H -0.5466 1.4604 -1.5051
10 H 0.2795 -0.9575 0.2917
11 H 3.4589 -0.1959 1.2860

Atomic partial charges in e from the natural (NBO) method, atoms 1 to 8: atom 1 (S): -0.117, atom 2 (C): -0.456, atom 3 (C): -0.357, atom 4 (C): 0.113, atom 5 (C): 0.097, atom 6 (N): -0.276, atom 7 (H): 0.120, atom 8 (H): 0.205


No. 2
ORCA calculation (the ωB97M-V functional and the def2-TZVPD basis) on the molecule HN2O3P.

- Spin multiplicity: 3
- LUMO level (alpha / beta): -0.5 / -2.1 eV
- HOMO energy (alpha / beta): -9.418 / -10.779 eV
- Energy above the lowest of the compared OMol25 structures with the same formula, charge and spin: 10.3 kJ/mol
- Gap between HOMO and LUMO (alpha / beta): 8.9 / 8.7 eV

Atoms and positions in Å:
1 N -1.5751 0.3248 -0.2521
2 N 1.0878 0.5449 0.3420
3 O -2.4356 -0.5665 -0.1649
4 O 1.1299 1.7048 0.2147
5 O 1.8256 -0.2659 0.9373
6 P -0.1011 -0.2918 -0.8930
7 H 0.0685 -1.4503 -0.1840

The net atomic charges from natural (NBO), expressed in e, are: atom 1 (N): -0.242, atom 2 (N): 0.356, atom 3 (O): -0.165, atom 4 (O): -0.323, atom 5 (O): -0.396, atom 6 (P): 0.816, atom 7 (H): -0.044


No. 3
ORCA calculation (the ωB97M-V functional and the def2-TZVPD basis) on a cluster of 2 separate species, C4H6FO3 in total.

- Total charge: -1
- Spin multiplicity: 1
- LUMO level: 3.4 eV
- HOMO energy: -3.901 eV
- Energy above the lowest of the compared OMol25 structures with the same formula, charge and spin: 27.2 kJ/mol
- Gap between HOMO and LUMO: 7.3 eV

Atoms and positions in Å:
1 F 1.6010 -0.4205 -3.6706
2 C -0.2297 -1.6196 0.5737
3 C 0.2955 -0.2022 0.4778
4 C 0.1519 0.5160 -0.7710
5 O -0.3179 1.9001 -0.4707
6 C -0.6376 1.9781 0.8282
7 O -1.1715 2.8002 1.5117
8 O -0.3718 0.6567 1.3822
9 H 0.3315 -2.0090 1.4959
10 H 0.1296 -2.4382 -0.0810
11 H -1.2846 -1.6206 0.8671
12 H 1.3440 -0.2103 0.8415
13 H -0.6616 0.2937 -1.3755
14 H 0.8212 0.3758 -1.6093

Atomic partial charges in e from the natural (NBO) method, atoms 1 to 8: atom 1 (F): -0.985, atom 2 (C): -0.634, atom 3 (C): 0.061, atom 4 (C): -0.157, atom 5 (O): -0.484, atom 6 (C): 0.991, atom 7 (O): -0.596, atom 8 (O): -0.551


No. 4
ORCA calculation (the ωB97M-V functional and the def2-TZVPD basis) on a cluster of 13 separate species, C39H91N13O13 in total.

- Spin multiplicity: 1
- LUMO level: -0.2 eV
- HOMO energy: -8.895 eV
- Energy above the lowest of the compared OMol25 structures with the same formula, charge and spin: 797.7 kJ/mol
- Gap between HOMO and LUMO: 8.7 eV

Atoms and positions in Å:
1 C 4.2467 3.6938 -4.7620
2 O 4.9566 2.7082 -4.8523
3 N 3.2134 3.7790 -3.8879
4 C 2.3012 4.9172 -3.8699
5 C 2.8171 2.6638 -3.0556
6 H 4.3669 4.5440 -5.4462
7 H 2.4714 5.3788 -2.8975
8 H 1.2540 4.6643 -4.0178
9 H 2.4725 5.6041 -4.6981
10 H 1.7706 2.4020 -3.2256
11 H 3.4420 1.7881 -3.2023
12 H 2.9385 3.0337 -2.0362
13 C -1.2604 0.1612 -0.3117
14 O -1.8110 1.1565 -0.7513
15 N -0.0471 0.2175 0.2898
16 C 0.5432 -0.9904 0.8420
17 C 0.7327 1.4219 0.3067
18 H -1.6826 -0.8542 -0.3534
19 H 0.8779 -0.8164 1.8659
20 H 1.4700 -1.2357 0.3085
21 H -0.1083 -1.8513 0.7279
22 H 0.8958 1.7162 1.3446
23 H 1.6834 1.2773 -0.2133
24 H 0.2668 2.2626 -0.2040
25 C 0.8162 -5.3876 4.9829
26 O 1.8710 -4.8315 5.1966
27 N 0.1705 -5.3534 3.7899
28 C -1.1295 -5.9656 3.6825
29 C 0.8179 -4.7433 2.6266
30 H 0.2664 -6.0282 5.6860
31 H -1.5725 -6.2955 4.6248
32 H -1.2126 -6.8948 3.1046
33 H -1.9123 -5.3138 3.2900
34 H 1.7340 -5.3130 2.4634
35 H 0.1731 -4.9423 1.7725
36 H 1.0402 -3.6805 2.6818
37 C -1.6096 -4.5247 -0.5679
38 O -1.5583 -3.5519 0.1639
39 N -2.2687 -4.6645 -1.7244
40 C -2.1821 -5.9642 -2.4170
41 C -3.1573 -3.7131 -2.3605
42 H -1.1281 -5.4764 -0.2937
43 H -1.3120 -6.0121 -3.0745
44 H -3.0571 -6.0659 -3.0515
45 H -2.1310 -6.7727 -1.6918
46 H -2.7566 -2.6977 -2.2621
47 H -3.2913 -3.9084 -3.4182
48 H -4.1291 -3.5874 -1.8716
49 C -0.6752 6.9553 -1.9196
50 O 0.5154 7.0829 -2.1471
51 N -1.3524 5.7907 -1.9242
52 C -2.8116 5.8543 -1.9779
53 C -0.7190 4.5067 -2.2449
54 H -1.3232 7.8282 -1.7364
55 H -3.1681 5.8929 -3.0084
56 H -3.1901 6.7108 -1.4231
57 H -3.2247 4.9805 -1.4711
58 H -0.8484 4.3549 -3.3186
59 H 0.3193 4.6022 -1.9528
60 H -1.2714 3.7155 -1.7400
61 C -4.7375 -3.4518 4.0060
62 O -4.2942 -4.3913 4.6219
63 N -4.0085 -2.4797 3.3872
64 C -4.6884 -1.4475 2.6221
65 C -2.5803 -2.5981 3.4061
66 H -5.8025 -3.2582 3.7914
67 H -4.6223 -0.5243 3.1976
68 H -5.7083 -1.7316 2.3727
69 H -4.2109 -1.3730 1.6401
70 H -2.1417 -3.0356 4.2976
71 H -2.1369 -3.0134 2.4971
72 H -2.1203 -1.5977 3.3865
73 C 6.7746 -2.5518 1.3776
74 O 7.8377 -2.8624 0.8713
75 N 5.5828 -3.0982 1.0556
76 C 4.3161 -2.4407 1.3563
77 C 5.5172 -4.0855 -0.0006
78 H 6.7466 -1.7941 2.1765
79 H 4.3678 -1.6449 2.0983
80 H 3.6474 -3.2579 1.6278
81 H 4.0110 -1.9106 0.4451
82 H 6.4539 -4.6436 0.0682
83 H 4.6821 -4.7682 0.1339
84 H 5.5248 -3.6430 -1.0003
85 C -5.6831 -1.3761 -3.7249
86 O -4.7787 -1.2777 -4.5304
87 N -5.7320 -0.8352 -2.4994
88 C -6.6048 -1.2580 -1.4168
89 C -4.6227 -0.0284 -2.0237
90 H -6.5858 -1.9555 -3.9814
91 H -7.3738 -1.9319 -1.7890
92 H -7.1336 -0.3690 -1.0515
93 H -6.0363 -1.5842 -0.5461
94 H -3.9050 -0.5512 -1.3803
95 H -3.9529 0.1839 -2.8548
96 H -4.8403 0.9088 -1.5160
97 C 0.3041 5.1805 3.0737
98 O 1.2585 5.3060 3.8030
99 N -0.6127 4.1792 3.2336
100 C -1.4734 3.7752 2.1414
101 C -0.4907 3.2278 4.3412
102 H 0.0241 5.8129 2.2196
103 H -2.3834 3.2753 2.4625
104 H -0.9266 3.1125 1.4663
105 H -1.6833 4.6889 1.5756
106 H -0.4998 2.2232 3.9123
107 H 0.5461 3.3470 4.6710
108 H -1.1820 3.3799 5.1632
109 C 2.8560 0.7385 5.6052
110 O 3.6449 1.5617 6.0236
111 N 3.1307 -0.5663 5.3747
112 C 2.1737 -1.3004 4.5683
113 C 4.3719 -1.1596 5.7703
114 H 1.8317 1.0234 5.3217
115 H 1.1224 -1.0381 4.6996
116 H 2.1773 -2.3851 4.6980
117 H 2.4077 -1.1388 3.5105
118 H 5.0440 -0.3911 6.1527
119 H 4.3077 -1.9725 6.4920
120 H 4.9626 -1.5283 4.9224
121 C 2.5138 -2.5758 -2.8067
122 O 2.8169 -3.7326 -2.5936
123 N 1.3010 -2.1409 -3.2160
124 C 0.9652 -0.7430 -3.0940
125 C 0.1613 -3.0358 -3.2404
126 H 3.2038 -1.7151 -2.7168
127 H 0.5776 -0.4042 -2.1277
128 H 0.2412 -0.4418 -3.8530
129 H 1.8373 -0.1091 -3.2694
130 H -0.3767 -3.0392 -2.2973
131 H -0.4363 -2.7365 -4.1085
132 H 0.4117 -4.0467 -3.5629
133 C 3.5895 2.0086 2.1013
134 O 3.4354 0.8052 1.9778
135 N 4.1802 2.8549 1.2473
136 C 4.0573 4.3004 1.3945
137 C 4.7898 2.4120 0.0273
138 H 3.0385 2.4999 2.9252
139 H 5.0560 4.7406 1.4275
140 H 3.5668 4.6216 2.3123
141 H 3.5025 4.6813 0.5341
142 H 5.3094 1.4525 0.1226
143 H 4.0642 2.0971 -0.7290
144 H 5.4796 3.1377 -0.3912
145 C -2.6124 3.6658 -5.4490
146 O -1.4470 4.0081 -5.4924
147 N -3.1015 2.7221 -4.6087
148 C -4.5158 2.4165 -4.5197
149 C -2.2156 2.0104 -3.6958
150 H -3.4321 4.1157 -6.0330
151 H -4.8326 2.4095 -3.4783
152 H -4.6760 1.4077 -4.9208
153 H -5.1216 3.0435 -5.1716
154 H -1.2000 2.3918 -3.7410
155 H -2.5636 2.0604 -2.6672
156 H -2.1837 0.9547 -3.9787

Atomic partial charges in e from the Mulliken method, atoms 1 to 8: atom 1 (C): 0.103, atom 2 (O): -0.581, atom 3 (N): 0.246, atom 4 (C): -0.709, atom 5 (C): -0.285, atom 6 (H): 0.300, atom 7 (H): 0.328, atom 8 (H): 0.042


No. 5
ORCA calculation (the ωB97M-V functional and the def2-TZVPD basis) on a structure of composition CHCl3.

- Total charge: +1
- Spin multiplicity: 2
- LUMO level (alpha / beta): -4.9 / -11.4 eV
- HOMO energy (alpha / beta): -17.451 / -17.246 eV
- Energy above the lowest of the compared OMol25 structures with the same formula, charge and spin: 0.0 kJ/mol
- Gap between HOMO and LUMO (alpha / beta): 12.6 / 5.8 eV

Atoms and positions in Å:
1 C 0.0345 -0.1415 -0.0306
2 Cl -1.3534 0.3422 -0.8982
3 Cl -0.2505 -0.2002 1.6723
4 Cl 1.2099 1.1424 -0.4307
5 H 0.3595 -1.1429 -0.3128

The net atomic charges from natural (NBO), expressed in e, are: atom 1 (C): -0.373, atom 2 (Cl): 0.438, atom 3 (Cl): 0.223, atom 4 (Cl): 0.428, atom 5 (H): 0.284


No. 6
ORCA calculation (the ωB97M-V functional and the def2-TZVPD basis) on the molecule H3PS2.

- SMILES: SPS
- Spin multiplicity: 1
- LUMO level: 0.6 eV
- HOMO energy: -8.884 eV
- Energy above the lowest of the compared OMol25 structures with the same formula, charge and spin: 19.0 kJ/mol
- Gap between HOMO and LUMO: 9.5 eV

Atoms and positions in Å:
1 S -1.6191 0.1264 -0.2057
2 P 0.4903 0.4309 -0.1011
3 S 1.0895 -1.4592 0.6799
4 H -1.9234 1.3276 -0.6770
5 H 0.6048 0.1893 -1.5691
6 H 0.9245 -0.8068 1.8750

The net atomic charges from natural (NBO), expressed in e, are: atom 1 (S): -0.327, atom 2 (P): 0.331, atom 3 (S): -0.273, atom 4 (H): 0.135, atom 5 (H): -0.016, atom 6 (H): 0.150


No. 7
ORCA calculation (the ωB97M-V functional and the def2-TZVPD basis) on a structure of composition C22H38P2Re.

- Total charge: +2
- Spin multiplicity: 4
- LUMO level (alpha / beta): -8.2 / -8.5 eV
- HOMO energy (alpha / beta): -13.022 / -13.541 eV
- Energy above the lowest of the compared OMol25 structures with the same formula, charge and spin: 314.4 kJ/mol
- Gap between HOMO and LUMO (alpha / beta): 4.9 / 5.1 eV

Atoms and positions in Å:
1 P 0.4058 -2.1443 0.3128
2 P -0.0649 2.5859 0.4485
3 C 0.9330 -0.0737 -1.0347
4 C 1.2518 1.3509 -0.5106
5 H 0.0141 -0.0732 -1.6546
6 H 1.7298 -0.6519 -1.4996
7 H 2.2563 1.4626 -0.0511
8 H 1.1722 2.0442 -1.3670
9 C -1.4489 3.4295 -0.3822
10 H -1.7438 4.2684 0.2739
11 H -2.2859 2.7169 -0.4537
12 H -1.1570 3.7980 -1.3777
13 C 1.2469 3.8411 0.7188
14 H 1.1973 4.6059 -0.0770
15 H 2.2520 3.3804 0.6979
16 H 1.0952 4.3381 1.6900
17 C -0.5900 -3.5657 -0.2074
18 H -0.3539 -4.4257 0.4365
19 H -0.2988 -3.8023 -1.2409
20 H -1.6595 -3.3372 -0.1440
21 C 2.0488 -2.9782 0.3107
22 H 2.8471 -2.2897 0.6121
23 H 2.2267 -3.3689 -0.6961
24 H 2.0056 -3.8216 1.0200
25 Re -0.1663 0.1410 0.5568
26 C 0.3101 1.2471 -3.4366
27 C -0.9575 1.1306 -2.9834
28 C -2.0381 0.3754 -3.6753
29 C -1.6436 -1.0648 -4.1206
30 C -0.7451 -1.7708 -3.1544
31 C 0.5949 -1.7885 -3.2132
32 C 1.4789 -0.9648 -4.1065
33 C 0.9314 0.4423 -4.5300
34 C 0.2493 -2.0109 2.0788
35 H 0.9814 2.0489 -3.1088
36 H -1.2708 1.7072 -2.1121
37 H -2.3549 0.9386 -4.5699
38 H -2.9092 0.2896 -3.0101
39 H -2.5666 -1.6688 -4.1947
40 H -1.1928 -1.0417 -5.1272
41 H -1.2598 -2.4369 -2.4544
42 H 1.1092 -2.5848 -2.6717
43 H 1.6683 -1.5265 -5.0366
44 H 2.4691 -0.8384 -3.6301
45 H 1.8002 1.0224 -4.8906
46 H 0.2505 0.3535 -5.3902
47 H 1.0872 -1.4813 2.5553
48 H 0.3560 -3.0853 2.2727
49 H -0.7462 -1.6522 2.3644
50 C -0.4652 1.0762 2.6125
51 C -0.4728 0.5784 4.0643
52 C -1.7217 0.3464 4.6476
53 C -1.8465 0.0369 6.0017
54 C -0.7030 -0.0354 6.8066
55 C 0.5510 0.2228 6.2407
56 C 0.6649 0.5519 4.8878
57 H 0.1648 1.9962 2.6128
58 H -1.5285 1.2728 2.3202
59 H -2.5982 0.4332 4.0008
60 H -2.8335 -0.2023 6.4043
61 H -0.8021 -0.2402 7.8712
62 H 1.4476 0.1021 6.8469
63 H 1.6279 0.7906 4.4465

Atomic partial charges in e from the natural (NBO) method, atoms 1 to 8: atom 1 (P): 1.168, atom 2 (P): 1.234, atom 3 (C): -0.648, atom 4 (C): -0.791, atom 5 (H): 0.333, atom 6 (H): 0.295, atom 7 (H): 0.283, atom 8 (H): 0.332


No. 8
ORCA calculation (the ωB97M-V functional and the def2-TZVPD basis) on the ion C6H6N with charge +1.

- SMILES: CC=[N+]=C=C1C=C1
- Total charge: +1
- Spin multiplicity: 1
- LUMO level: -4.8 eV
- HOMO energy: -13.509 eV
- Energy above the lowest of the compared OMol25 structures with the same formula, charge and spin: 319.7 kJ/mol
- Gap between HOMO and LUMO: 8.7 eV

Atoms and positions in Å:
1 C 2.7297 0.0984 -0.2983
2 C 1.7671 0.2511 0.8179
3 N 0.5240 0.0745 0.5951
4 C -0.6088 -0.0421 0.2061
5 C -1.8011 -0.2760 -0.1767
6 C -3.0584 -0.2576 -0.9263
7 C -3.4162 -0.0540 0.3353
8 H 2.1763 0.0662 -1.2805
9 H 3.5486 -0.6482 -0.1447
10 H 3.1377 1.0820 -0.0823
11 H 2.2725 0.4563 1.8199
12 H -3.1280 -0.5288 -1.9467
13 H -4.1435 -0.2219 1.0811

Atomic partial charges in e from the natural (NBO) method, atoms 1 to 8: atom 1 (C): -0.671, atom 2 (C): 0.221, atom 3 (N): -0.308, atom 4 (C): 0.355, atom 5 (C): -0.070, atom 6 (C): -0.139, atom 7 (C): 0.020, atom 8 (H): 0.246


Record-wise total energy values, in eV: -16549.978 -18420.838 -13105.037 -87906.794 -38608.986 -31007.880 -44113.202 -7796.429
Record-wise strongest force on any atom values, in eV/A: 4.6 4.9 3.5 2.4 1.6 1.8 2.6 5.7